Molecular formula: C19H19O3Sc
Method: DFT, ωB97M-V/def2-TZVPD

Computed properties:
E_tot: -46854.3038 eV
E_LUMO: 0.17 eV
Relative energy (zero: lowest compared OMol25 entry of this formula, charge and spin): 0.00 kJ/mol
Net charge: 0
HOMO energy: -8.501 eV
HOMO-LUMO gap: 8.68 eV

Each line ends with the natural charge from an NBO analysis.
Positions of all 42 atoms, in Å:
Sc (0.9710, -0.1012, 2.0196)  1.487
O (0.2061, -0.7945, -1.0273)  -0.519
O (3.4400, -0.7917, 5.3627)  -0.628
O (2.2645, -1.0243, 3.4006)  -0.804
C (-1.3022, -0.7340, 1.3199)  -0.315
C (2.9641, 1.2825, 1.8673)  -0.287
C (-0.8920, -0.5031, 3.5853)  -0.351
C (-3.0407, -0.4524, -5.2708)  -0.206
C (-0.5778, -1.8881, 1.7463)  -0.385
C (-1.4594, 0.1396, 2.4415)  -0.312
C (-1.9082, -1.2590, -3.2625)  -0.152
C (1.0569, -0.9039, -2.1883)  -0.093
C (2.0975, 1.9812, 2.7762)  -0.327
C (2.3239, 1.2487, 0.5839)  -0.380
C (1.0808, 1.9601, 0.7012)  -0.337
C (-0.3725, -1.7625, 3.1629)  -0.263
C (2.4701, -0.6061, 4.6307)  0.659
C (-2.8582, -1.4316, -4.2798)  -0.227
C (-1.1401, -0.0647, -3.1867)  -0.088
C (-1.3575, 0.9053, -4.1983)  -0.205
C (0.9440, 2.4037, 2.0539)  -0.307
C (-2.2533, 0.7058, -5.2420)  -0.206
C (-0.0128, 0.1433, -2.2523)  0.045
H (-2.3592, 1.4733, -6.0153)  0.221
H (0.4097, 2.2152, -0.1166)  0.233
H (-3.8000, -0.5641, -6.0508)  0.220
H (0.3022, 1.1692, -2.0500)  0.210
H (-2.0022, 1.0866, 2.4398)  0.239
H (-0.2712, -2.7297, 1.1204)  0.249
H (0.0426, -2.5236, 3.8237)  0.252
H (2.0755, -0.5783, -1.9779)  0.187
H (-0.9579, -0.1496, 4.6187)  0.247
H (2.7531, 0.8479, -0.3327)  0.237
H (0.1553, 3.0609, 2.4266)  0.243
H (-1.7569, -2.0582, -2.5280)  0.217
H (2.3443, 2.2721, 3.7997)  0.253
H (-1.7605, -0.6036, 0.3435)  0.250
H (-3.4950, -2.3233, -4.3168)  0.221
H (3.9636, 0.9058, 2.1005)  0.258
H (-0.7707, 1.8217, -4.1838)  0.212
H (1.5957, -0.0311, 5.0345)  0.056
H (0.8872, -1.7441, -2.8795)  0.197

---

Molecular formula: C19H20Br2IrN4O2Si
Method: DFT, ωB97M-V/def2-TZVPD

Computed properties:
E_tot: -180876.6694 eV
E_LUMO (spin up / spin down): -5.22 / -4.92 eV
Net charge: +1
HOMO energy (spin up / spin down): -10.405 / -10.438 eV
HOMO-LUMO gap (spin up / spin down): 5.18 / 5.52 eV

Each line ends with the natural charge from an NBO analysis.
Positions of all 49 atoms, in Å:
Ir (0.6390, 0.2725, -0.4190)  1.327
Br (4.9215, -1.2190, -2.8954)  0.125
Br (1.7686, -5.6217, -4.5563)  0.100
Si (0.3145, 0.0166, 4.6693)  1.543
O (1.0016, 2.3867, -1.7660)  -0.631
O (2.4008, -0.5705, -1.4000)  -0.667
N (-1.0370, 1.7820, -1.1116)  -0.608
N (-0.7288, 3.7663, -2.3502)  -0.382
N (-3.0715, 1.1354, -0.3173)  -0.734
N (-0.0375, -1.7513, -1.4307)  -0.440
C (0.1592, 4.6643, -3.0583)  -0.407
C (3.1280, -3.3263, -3.6180)  -0.221
C (-1.2114, -2.3575, -1.4075)  0.087
C (1.9263, -4.0040, -3.5915)  -0.084
C (-2.0520, 4.0085, -2.2700)  0.143
C (0.9783, -2.3134, -2.1207)  0.084
C (3.2868, -2.1584, -2.8882)  -0.158
C (0.6168, -1.7690, 5.2747)  -1.080
C (2.2442, -1.6130, -2.0916)  0.376
C (-2.8927, 3.1829, -1.5932)  -0.371
C (-2.3362, 2.0220, -0.9905)  0.485
C (0.8182, -3.5159, -2.8549)  -0.116
C (-0.1975, 2.6393, -1.7477)  0.765
C (-1.4540, -3.5562, -2.0794)  -0.268
C (1.7551, 1.1213, 5.2801)  -1.076
C (0.4188, 0.1556, 1.5837)  -0.304
C (0.3220, 0.0812, 2.8035)  -0.483
C (-1.3618, 0.6549, 5.3245)  -1.082
C (-0.4448, -4.1328, -2.8113)  -0.066
H (-1.5694, 1.6681, 4.9928)  0.237
H (-2.0029, -1.8777, -0.8517)  0.204
H (-2.5907, 0.4025, 0.1841)  0.422
H (-0.4037, 5.5318, -3.3963)  0.222
H (1.5654, -2.1516, 4.9126)  0.243
H (-2.4138, 4.8973, -2.7649)  0.239
H (1.7891, 1.1248, 6.3664)  0.241
H (0.5949, 4.1554, -3.9199)  0.234
H (-2.1843, 0.0239, 4.9999)  0.235
H (-0.1662, -2.4416, 4.9401)  0.237
H (-3.9446, 3.3908, -1.5225)  0.251
H (0.6389, -1.7966, 6.3608)  0.243
H (3.9449, -3.7121, -4.2114)  0.257
H (2.7063, 0.7484, 4.9129)  0.242
H (-1.3593, 0.6574, 6.4114)  0.245
H (-2.4307, -4.0104, -2.0414)  0.244
H (-4.0387, 1.3216, -0.1181)  0.421
H (-0.6169, -5.0422, -3.3636)  0.248
H (1.6404, 2.1458, 4.9398)  0.238
H (0.9672, 4.9846, -2.3990)  0.241

---

Molecular formula: C19H20BrNO3S
Method: DFT, ωB97M-V/def2-TZVPD

Computed properties:
E_tot: -108539.3942 eV
E_LUMO: 0.43 eV
Relative energy (zero: lowest compared OMol25 entry of this formula, charge and spin): 0.00 kJ/mol
Net charge: 0
HOMO energy: -8.490 eV
SMILES string: Cc1cc(Br)ccc1SCC(=O)OCC(=O)N[C@@H](C)c1ccccc1
HOMO-LUMO gap: 8.92 eV

Each line ends with the natural charge from an NBO analysis.
Positions of all 45 atoms, in Å:
Br (-4.3896, 0.5698, -0.2031)  0.058
S (1.5853, 2.9354, -0.4001)  0.285
O (2.5470, -0.2586, -2.1747)  -0.585
O (3.3560, 0.5693, -0.2469)  -0.505
O (2.8380, -2.6262, 1.3283)  -0.621
N (1.4100, -0.9214, 0.9291)  -0.614
C (-0.4325, -0.6491, 2.4748)  -0.614
C (-0.2079, -2.2001, -0.9591)  -0.225
C (-1.0401, -2.6139, -1.9844)  -0.201
C (2.4589, 2.1105, -1.7670)  -0.642
C (-2.8914, -2.6307, -0.4733)  -0.218
C (-2.2047, 2.1958, 0.6259)  -0.231
C (2.6061, -1.5264, 0.8793)  0.658
C (3.7281, -0.7257, 0.2004)  -0.173
C (-0.7068, -1.9890, 0.3215)  -0.040
C (-2.3867, -2.8283, -1.7466)  -0.231
C (-2.0586, -2.2155, 0.5513)  -0.165
C (0.2214, -1.5732, 1.4483)  -0.073
C (-1.7455, 0.7569, -1.2500)  -0.241
C (-2.6114, 1.2355, -0.2866)  -0.079
C (-0.4642, 3.7410, 1.5529)  -0.642
C (-0.9170, 2.7013, 0.5808)  -0.018
C (2.7803, 0.6675, -1.4458)  0.786
C (-0.4517, 1.2467, -1.2995)  -0.192
C (-0.0361, 2.2174, -0.3989)  -0.203
H (0.5854, -2.4810, 1.9483)  0.245
H (4.5383, -0.5827, 0.9177)  0.224
H (4.0905, -1.3259, -0.6418)  0.228
H (0.8399, -2.0462, -1.1683)  0.229
H (-0.6298, -2.7687, -2.9715)  0.215
H (-1.1843, -1.1788, 3.0507)  0.215
H (-2.4761, -2.0745, 1.5357)  0.205
H (0.4029, 3.3854, 2.1093)  0.228
H (-2.0647, 0.0051, -1.9531)  0.244
H (-0.9003, 0.2003, 1.9805)  0.212
H (1.8919, 2.1900, -2.6934)  0.250
H (-3.0380, -3.1496, -2.5459)  0.215
H (-2.8954, 2.5555, 1.3736)  0.228
H (-3.9397, -2.7954, -0.2744)  0.216
H (0.2124, 0.8509, -2.0500)  0.224
H (1.2829, 0.0017, 0.5440)  0.408
H (-0.1597, 4.6420, 1.0210)  0.229
H (0.3234, -0.2819, 3.1655)  0.220
H (-1.2563, 3.9929, 2.2521)  0.224
H (3.3902, 2.6719, -1.8560)  0.266

---

Molecular formula: C19H20ClN2O6PReS3
Method: DFT, ωB97M-V/def2-TZVPD

Computed properties:
⟨S²⟩: 3.776
E_tot: -91741.0643 eV
Spin multiplicity: 4
E_LUMO (spin up / spin down): -0.20 / -1.89 eV
Relative energy (zero: lowest compared OMol25 entry of this formula, charge and spin): 61.37 kJ/mol
Net charge: 0
HOMO energy (spin up / spin down): -7.919 / -8.589 eV
HOMO-LUMO gap (spin up / spin down): 7.71 / 6.70 eV

Each line ends with the Löwdin spin population.
Positions of all 53 atoms, in Å:
Re (-0.3110, -0.6771, 0.4951)  2.393
Cl (0.0421, 2.7397, -2.3317)  0.004
S (-0.2210, -2.7511, 2.4217)  0.010
S (-0.3483, -2.4196, -1.0859)  0.107
S (1.5669, 0.0944, -0.5961)  0.167
P (-0.8391, 1.0766, 2.2722)  0.036
O (-2.3592, 1.2277, 2.6877)  -0.003
O (0.9325, -2.0642, 1.7726)  0.033
O (-0.0798, 0.8179, 3.6526)  0.005
O (-0.3375, -4.1543, 2.2121)  0.003
O (-1.4114, -1.9426, 1.9464)  0.047
O (-0.5580, 2.6058, 1.9312)  0.007
N (6.6703, -2.9122, -2.2796)  0.002
N (4.2379, -6.0892, -2.9366)  0.004
C (-0.9716, 1.2838, -4.3418)  0.001
C (5.5415, -2.8428, -2.0790)  0.001
C (-3.4654, 0.3889, 2.3157)  0.002
C (-1.7535, 0.2899, -4.9023)  -0.004
C (3.2852, -3.8493, -2.0642)  0.010
C (4.1287, -2.7521, -1.8343)  0.008
C (2.2295, -1.4531, -1.1194)  0.039
C (-1.6096, 0.5695, -2.1044)  0.011
C (0.7527, 3.0287, 1.5138)  0.002
C (3.5933, -1.5650, -1.3601)  0.012
C (-0.9160, 1.4193, -2.9620)  -0.002
C (-0.0665, -2.4694, 4.1497)  0.001
C (1.9265, -3.7386, -1.8159)  0.010
C (1.3836, -2.5455, -1.3472)  0.036
C (3.8157, -5.0929, -2.5518)  0.001
C (-0.5750, 1.2913, 4.9171)  0.001
C (-2.4835, -0.5540, -4.0756)  0.002
C (-2.4056, -0.4084, -2.7035)  -0.002
C (-1.5542, 0.6970, -0.6130)  0.025
H (-1.2180, 1.7074, -0.3697)  0.012
H (1.3645, 3.2389, 2.3897)  0.000
H (-4.1187, 0.9635, 1.6632)  0.000
H (-3.9946, 0.1276, 3.2290)  0.000
H (0.7806, -3.0631, 4.4859)  0.000
H (-2.5780, 0.6290, -0.2267)  0.014
H (0.1220, 0.9362, 5.6712)  0.000
H (-2.9674, -1.0780, -2.0619)  0.001
H (0.6141, 3.9312, 0.9263)  0.000
H (-0.4078, 1.9655, -4.9635)  0.000
H (-0.9812, -2.8162, 4.6255)  0.000
H (-3.1080, -1.3287, -4.5006)  0.000
H (-1.7984, 0.1819, -5.9776)  0.000
H (-0.6094, 2.3797, 4.9319)  0.000
H (4.2448, -0.7211, -1.1780)  0.000
H (1.2399, 2.2709, 0.9008)  0.002
H (-1.5687, 0.8919, 5.1098)  0.000
H (-3.1351, -0.5210, 1.8229)  0.001
H (1.2821, -4.5908, -1.9837)  0.000
H (0.1060, -1.4110, 4.3154)  0.000

---

- Number 1 is which compound?
  C19H19O3Sc